[1]
Computed, not measured: a molecular structure, C35H45Cl2N4O2Y, with ωB97M-V with the def2-TZVPD basis set.

Structure (XYZ):
```
89
Properties=species:S:1:pos:R:3:forces:R:3:lowdin_charge:R:1
Y 0.929 0.261 -0.942 0.5328 0.3675 1.1156 1.48
C 0.952 -7.210 -0.584 -0.0277 -0.0390 0.0282 -0.03
C 0.631 -5.749 -0.445 0.0195 0.0684 -0.0571 -0.25
C 0.055 -5.213 0.677 -0.0047 0.0045 0.0134 0.03
C -0.255 -3.835 0.781 -0.0544 -0.0128 0.0948 -0.12
C -0.883 -3.391 1.966 -0.0347 -0.0053 -0.0009 0.02
N -1.274 -2.173 2.214 0.0221 -0.0354 0.0027 0.08
C -1.796 -1.746 3.511 0.0631 -0.0634 -0.0734 -0.13
C -3.066 -0.894 3.391 -0.0935 -0.0412 -0.0215 -0.13
C -3.055 0.327 4.306 0.1030 0.1442 0.0596 -0.12
N -1.901 1.202 4.007 -0.0236 -0.0449 0.0732 0.10
C -1.567 1.665 2.836 -0.0962 0.0039 -0.0767 0.02
C -2.400 1.750 1.685 0.0406 0.0729 0.1726 -0.14
C -3.748 2.170 1.717 0.0364 -0.0358 0.0232 0.04
C -4.436 2.426 0.558 0.0540 -0.0036 -0.1019 -0.24
C -5.850 2.932 0.548 -0.0486 -0.0061 0.0539 -0.03
C -3.744 2.233 -0.655 -0.1174 0.0467 0.0258 0.06
C -2.438 1.789 -0.744 0.0432 -0.0494 -0.0119 -0.10
C -1.883 1.618 -2.087 -0.1388 -0.1098 0.1286 -0.06
N -0.773 1.086 -2.432 -0.1484 0.0725 -0.1935 -0.02
C -0.496 1.110 -3.885 -0.0064 0.0798 0.1274 -0.19
C -0.279 -0.255 -4.517 -0.0260 -0.0103 -0.0911 -0.15
C 1.031 -0.929 -4.131 0.0816 -0.0307 0.1096 -0.19
N 0.945 -1.450 -2.758 0.0293 0.1329 -0.0782 -0.05
C 0.888 -2.721 -2.654 -0.0668 0.0155 0.0877 -0.10
C 0.636 -3.497 -1.447 0.0140 0.0099 -0.0445 -0.14
C 0.884 -4.857 -1.501 0.0159 -0.0626 -0.0153 0.05
C 0.047 -2.927 -0.280 -0.0181 0.0477 -0.0998 -0.32
O -0.225 -1.676 -0.177 0.1456 0.1347 -0.1331 -0.20
C -1.730 1.510 0.461 0.0962 -0.1536 -0.2427 -0.31
O -0.555 0.999 0.489 -0.2343 -0.0363 0.0699 -0.19
H 0.735 -7.750 0.336 0.0006 0.0072 0.0014 0.08
H 2.004 -7.365 -0.824 0.0031 0.0142 -0.0042 0.09
H 0.361 -7.663 -1.382 0.0093 0.0001 -0.0074 0.09
H -0.185 -5.858 1.515 -0.0047 -0.0004 -0.0007 0.13
H -1.068 -4.118 2.752 0.0116 -0.0165 -0.0166 0.15
H -1.069 -1.498 1.466 0.0018 0.0271 0.0451 0.11
H -0.995 -1.200 4.016 -0.0291 0.0478 -0.0118 0.12
H -1.982 -2.645 4.098 0.0031 0.0162 0.0243 0.13
H -3.946 -1.488 3.640 0.0102 -0.0034 0.0047 0.13
H -3.202 -0.579 2.357 0.0253 0.0212 0.0020 0.11
H -2.941 0.038 5.350 -0.0200 -0.0318 -0.0102 0.14
H -3.982 0.890 4.234 -0.0219 -0.0431 -0.0339 0.12
H -1.223 1.316 4.748 -0.0099 0.0155 0.0026 0.17
H -0.540 2.012 2.745 0.0058 -0.0125 -0.0324 0.14
H -4.226 2.367 2.669 -0.0075 0.0104 -0.0067 0.13
H -6.266 2.956 1.554 0.0051 0.0040 -0.0015 0.08
H -6.491 2.294 -0.062 0.0061 0.0033 -0.0096 0.09
H -5.906 3.942 0.142 0.0162 -0.0023 -0.0132 0.09
H -4.275 2.444 -1.578 0.0001 -0.0039 0.0037 0.14
H -2.546 1.987 -2.874 0.0224 0.0417 -0.0040 0.14
H 0.402 1.713 -4.030 -0.0118 -0.0130 -0.0182 0.10
H -1.309 1.631 -4.395 -0.0066 -0.0353 -0.0329 0.12
H -0.276 -0.103 -5.598 0.0282 0.0047 0.0052 0.13
H -1.116 -0.924 -4.299 -0.0054 0.0088 0.0110 0.13
H 1.855 -0.213 -4.187 -0.0234 0.0195 -0.0044 0.11
H 1.262 -1.741 -4.826 -0.0327 0.0061 -0.0198 0.12
H 1.012 -3.323 -3.559 -0.0029 -0.0140 -0.0004 0.14
H 1.304 -5.258 -2.420 -0.0066 -0.0107 0.0054 0.14
C 1.548 2.990 0.040 -0.2513 -0.0427 -0.0977 -0.27
C 2.477 2.409 0.910 -0.1679 -0.2597 -0.2256 -0.26
C 3.406 1.676 0.123 -0.1331 -0.2737 -0.0298 -0.29
C 3.043 1.801 -1.232 -0.0109 0.1111 -0.3369 -0.35
C 1.870 2.626 -1.291 0.3235 0.3143 -0.4932 -0.36
C 1.468 3.451 -2.487 -0.0575 0.0493 -0.0796 -0.05
C 3.874 1.398 -2.420 0.1055 -0.0632 -0.0688 -0.05
C 4.671 1.070 0.646 0.0777 0.0098 0.0941 -0.06
C 2.543 2.604 2.392 0.0385 0.0278 0.1267 -0.05
C 0.464 3.956 0.406 -0.0463 0.0912 0.0179 -0.02
H 1.908 4.450 -2.434 0.0094 -0.0070 0.0568 0.10
H 0.388 3.591 -2.581 0.0039 -0.0035 0.0386 0.07
H 1.826 3.022 -3.424 0.0341 -0.0091 0.0199 0.06
H 4.664 2.122 -2.637 -0.0137 0.0311 0.0533 0.10
H 3.278 1.324 -3.333 -0.0112 0.0112 0.0182 0.05
H 4.371 0.433 -2.283 -0.0101 0.0124 0.0343 0.06
H 5.418 1.849 0.826 -0.0259 0.0284 -0.0186 0.10
H 5.123 0.367 -0.052 -0.0160 -0.0006 -0.0161 0.05
H 4.531 0.570 1.609 -0.0307 -0.0169 -0.0133 0.06
H 3.573 2.720 2.733 0.0055 -0.0081 -0.0399 0.09
H 2.131 1.767 2.968 -0.0328 -0.0082 -0.0275 0.03
H 2.015 3.508 2.697 -0.0164 -0.0022 -0.0272 0.08
H 0.809 4.990 0.309 0.0256 -0.0156 -0.0147 0.10
H 0.124 3.842 1.437 0.0059 -0.0464 -0.0038 0.06
H -0.408 3.861 -0.245 0.0080 -0.0248 -0.0070 0.07
Cl 3.286 -1.685 -0.491 -0.1019 -0.1318 0.0649 0.68
C 3.046 -1.872 1.258 -0.0116 -0.0415 0.0256 -0.84
Cl 1.859 -0.697 1.874 0.1511 -0.2395 0.1079 0.67
H 3.994 -1.690 1.749 0.0042 -0.0054 0.0155 0.04
H 2.664 -2.870 1.438 0.0201 -0.0086 0.0042 0.04
```
Forces are in eV/Å.

Output
Kohn-Sham gap = 5.763 eV
net charge = +2
ΔE to the lowest compared entry with this formula, charge and spin = 48.5 kJ/mol
total energy = -2688.5907 Eh

[2]
Computed, not measured: a molecular structure, C35H45Cl3INOPPd, with ωB97M-V with the def2-TZVPD basis set.

Structure (XYZ):
```
88
Properties=species:S:1:pos:R:3:forces:R:3:lowdin_charge:R:1
Pd -1.531 -0.187 -0.508 0.1542 0.0491 0.4099 0.68
Cl -2.129 -5.282 1.525 -0.0006 -0.0008 -0.0036 0.65
C -1.984 -3.754 2.348 -0.0149 0.0084 0.0015 -0.60
C -2.114 -3.732 3.728 -0.0030 0.0082 -0.0042 -0.16
C -1.956 -2.566 4.434 0.0032 -0.0002 -0.0113 -0.63
Cl -2.102 -2.594 6.179 -0.0009 0.0008 0.0048 0.63
C -1.666 -1.362 3.764 0.0051 -0.0184 -0.0372 -0.19
C -1.440 -0.136 4.428 0.0005 0.0517 -0.0143 -0.03
C -1.124 0.980 3.709 0.0162 -0.0178 0.0472 -0.06
C -1.071 0.891 2.310 0.0837 -0.0443 -0.0412 -0.18
N -1.291 -0.229 1.658 -0.0390 0.0486 -0.0153 0.00
C -1.563 -1.373 2.343 0.0153 -0.0369 0.0484 -0.14
C -1.678 -2.614 1.559 -0.0322 -0.0226 0.0035 -0.47
O -1.479 -2.649 0.327 0.0184 -0.0087 0.0072 -0.10
H -2.328 -4.655 4.252 0.0007 0.0014 0.0022 0.10
H -1.507 -0.104 5.507 0.0029 0.0036 0.0005 0.08
H -0.934 1.930 4.191 0.0041 0.0000 -0.0004 0.11
H -0.873 1.771 1.712 0.0096 0.0086 -0.0218 0.09
C 1.563 -2.579 1.968 0.0253 0.0160 0.0002 -0.19
C 2.888 -3.065 1.396 -0.0107 -0.0013 0.0061 -0.19
C 3.424 -2.092 0.326 -0.0449 -0.0129 0.0137 -0.19
C 2.863 -0.652 0.451 -0.0337 -0.0015 0.0347 -0.40
C 2.791 -0.359 1.956 0.0040 0.0052 -0.0026 -0.20
C 1.773 -1.245 2.686 -0.0332 -0.0109 -0.0049 -0.18
P 1.334 -0.179 -0.593 -0.1333 0.0496 -0.2208 1.14
C 1.806 -1.099 -2.142 0.0094 -0.0379 0.0181 -0.45
C 1.529 -0.397 -3.471 -0.0050 -0.0052 -0.0319 -0.22
C 1.960 -1.278 -4.644 -0.0046 -0.0018 0.0039 -0.20
C 1.252 -2.629 -4.611 0.0085 -0.0027 0.0055 -0.21
C 1.504 -3.341 -3.284 -0.0009 0.0062 -0.0096 -0.19
C 1.093 -2.461 -2.108 0.0463 -0.0047 -0.0208 -0.23
C 1.826 1.579 -0.984 -0.0127 0.0035 0.0398 -0.44
C 2.092 2.403 0.292 0.0038 0.0022 -0.0274 -0.22
C 1.936 3.895 0.015 -0.0041 -0.0046 -0.0041 -0.20
C 0.464 4.229 -0.258 -0.0026 -0.0059 0.0247 -0.19
C -0.228 3.100 -1.037 0.0113 0.0029 -0.0020 -0.21
C 0.762 2.281 -1.857 -0.0128 0.0039 -0.0300 -0.25
H 1.132 -3.316 2.649 -0.0073 -0.0030 0.0006 0.12
H 0.838 -2.458 1.158 0.0258 -0.0066 -0.0190 0.08
H 2.785 -4.065 0.968 -0.0178 0.0080 -0.0015 0.11
H 3.612 -3.154 2.214 0.0068 -0.0071 -0.0053 0.11
H 3.256 -2.506 -0.663 -0.0191 -0.0159 -0.0382 0.07
H 4.511 -2.012 0.429 -0.0023 0.0125 0.0100 0.11
H 3.618 0.010 0.012 -0.0018 0.0053 -0.0132 0.10
H 2.591 0.689 2.170 -0.0169 -0.0028 -0.0182 0.08
H 3.795 -0.561 2.348 0.0016 0.0137 0.0009 0.11
H 0.828 -0.715 2.765 0.0131 -0.0145 0.0353 0.07
H 2.115 -1.418 3.711 0.0228 -0.0153 -0.0073 0.12
H 2.893 -1.258 -2.105 -0.0110 -0.0034 0.0099 0.11
H 2.050 0.562 -3.520 0.0018 -0.0089 0.0002 0.10
H 0.465 -0.181 -3.570 -0.0547 0.0214 -0.0243 0.04
H 3.045 -1.437 -4.601 -0.0004 0.0019 0.0000 0.11
H 1.750 -0.761 -5.584 -0.0003 -0.0025 -0.0017 0.11
H 1.578 -3.252 -5.449 -0.0019 0.0019 -0.0014 0.10
H 0.175 -2.469 -4.733 -0.0019 0.0013 0.0003 0.11
H 2.571 -3.586 -3.203 -0.0022 0.0012 0.0004 0.11
H 0.957 -4.286 -3.246 0.0026 0.0002 -0.0016 0.11
H 1.268 -2.981 -1.165 0.0338 0.0033 0.0438 0.10
H 0.014 -2.291 -2.127 0.0327 -0.0238 0.0197 0.08
H 2.764 1.525 -1.551 0.0146 0.0016 0.0264 0.11
H 3.087 2.184 0.681 -0.0071 0.0021 0.0004 0.10
H 1.380 2.122 1.077 -0.0097 0.0014 0.0065 0.09
H 2.552 4.160 -0.851 0.0024 0.0026 0.0010 0.11
H 2.313 4.484 0.854 -0.0015 -0.0045 0.0034 0.10
H 0.392 5.174 -0.803 0.0117 -0.0070 -0.0153 0.10
H -0.054 4.386 0.694 -0.0072 0.0123 -0.0140 0.10
H -1.003 3.498 -1.693 0.0049 -0.0044 0.0037 0.10
H -0.754 2.419 -0.362 -0.0086 -0.0195 0.0492 0.07
H 1.265 2.934 -2.579 0.0016 -0.0060 -0.0072 0.12
H 0.204 1.556 -2.444 -0.0092 0.0186 0.0134 -0.01
I -2.170 1.119 -3.989 -0.0099 0.0001 0.0818 0.64
C -2.064 -0.448 -2.444 0.0690 -0.0395 -0.0867 -0.71
H -1.378 -1.149 -2.920 -0.0172 0.0499 -0.0438 -0.08
H -3.062 -0.868 -2.546 -0.0035 -0.0051 0.0596 -0.06
Cl -3.918 6.272 0.618 -0.0007 0.0028 -0.0023 0.60
C -3.845 4.536 0.409 0.0059 -0.0035 0.0234 -0.69
C -3.620 3.724 1.507 -0.0094 0.0176 -0.0126 -0.12
C -3.549 2.351 1.329 -0.0574 -0.0258 -0.0048 -0.07
C -3.673 1.758 0.066 0.0499 0.0190 0.0526 -0.29
C -3.498 0.298 -0.119 -0.0146 -0.0570 -0.1451 -0.19
C -3.956 2.612 -1.005 0.0171 0.0281 -0.0224 -0.08
C -4.034 3.985 -0.847 -0.0004 -0.0079 -0.0076 -0.12
H -3.510 4.163 2.490 -0.0030 -0.0020 0.0049 0.10
H -3.397 1.717 2.194 -0.0636 0.0410 -0.0319 0.10
H -3.716 -0.234 0.809 0.0014 -0.0731 -0.0223 0.06
H -4.136 -0.097 -0.908 -0.0180 0.0872 -0.0211 0.04
H -4.099 2.191 -1.990 0.0286 -0.0279 -0.0513 0.05
H -4.233 4.627 -1.696 -0.0033 0.0014 0.0042 0.10
```
Forces are in eV/Å.

Output
Kohn-Sham gap = 6.689 eV
net charge = -1
ΔE to the lowest compared entry with this formula, charge and spin = 186.0 kJ/mol
total energy = -3638.2964 Eh